Record 1
{"formula": "C5H8ClN2O", "method": "ωB97M-V/def2-TZVPD", "smiles": "[H]/N=C(C)/[NH+]=C\\C=C(\\O)Cl", "e_lumo_ev": -5.0, "homo_lumo_gap_ev": 8.93, "homo_ev": -13.967, "total_charge": 1, "fmax_ev_per_a": 3.82, "total_energy_ha": -839.96131, "species": ["Cl", "O", "N", "N", "C", "C", "C", "C", "C", "H", "H", "H", "H", "H", "H", "H", "H"], "coordinates": [[1.617, 2.109, -0.226], [3.174, 1.450, -2.234], [1.098, -0.300, 1.069], [-0.638, -0.325, -0.412], [-1.339, -0.392, 1.816], [-0.149, -0.279, 0.961], [1.304, 0.101, -2.010], [2.058, 1.138, -1.560], [0.032, -0.300, -1.543], [3.803, 1.991, -1.662], [1.472, -0.325, 2.025], [-0.689, -0.685, -2.296], [1.389, -0.236, -3.083], [-1.981, 0.440, 1.435], [-1.241, -0.239, 2.885], [-1.557, -0.493, -0.618], [-1.773, -1.378, 1.433]], "forces_ev_per_angstrom": [[0.47, 0.07, -0.67], [-0.08, 0.51, 1.77], [0.06, -0.07, 0.59], [3.70, 0.91, 0.31], [-1.26, 0.12, -1.01], [0.63, -0.43, -0.75], [-1.79, -0.69, -1.40], [1.37, 0.29, -0.05], [-0.70, -0.02, -0.97], [-1.15, -0.62, -1.03], [-0.47, -0.03, -0.29], [1.09, 0.32, -0.13], [0.76, 0.44, 1.38], [-0.04, -0.72, 0.50], [0.26, -0.57, 0.00], [-2.91, -0.70, 0.41], [0.05, 1.19, 1.34]]}


Record 2
{"formula": "C29H29F3N5O5SSbSc", "method": "ωB97M-V/def2-TZVPD", "e_lumo_ev": 2.2, "homo_lumo_gap_ev": 7.32, "homo_ev": -5.117, "total_charge": -1, "fmax_ev_per_a": 2.41, "total_energy_ha": -3471.46551, "species": ["Sb", "Sc", "S", "F", "F", "F", "O", "O", "O", "O", "O", "N", "N", "N", "N", "N", "C", "C", "C", "C", "C", "C", "C", "C", "C", "C", "C", "C", "C", "C", "C", "C", "C", "C", "C", "C", "C", "C", "C", "C", "C", "C", "C", "C", "C", "H", "H", "H", "H", "H", "H", "H", "H", "H", "H", "H", "H", "H", "H", "H", "H", "H", "H", "H", "H", "H", "H", "H", "H", "H", "H", "H", "H", "H"], "coordinates": [[-3.135, 1.314, -3.347], [0.981, 0.144, -0.075], [-0.436, 2.416, 0.875], [-4.910, -3.591, 6.021], [-3.414, -3.798, 7.552], [-3.755, -5.445, 6.179], [3.000, -0.464, -0.111], [1.239, -5.545, -2.714], [-2.339, -1.982, -1.493], [4.525, -2.056, -0.505], [-0.946, -0.348, -0.822], [1.075, -1.877, -0.937], [2.005, 2.155, -0.387], [1.230, 2.765, 2.857], [1.391, 0.804, -2.464], [2.267, 2.589, 0.856], [1.129, 2.586, 1.531], [-4.200, 1.068, -1.538], [-0.042, -3.654, -1.947], [2.329, 1.367, -5.010], [-3.058, -3.124, 4.042], [-4.807, 1.914, -4.486], [1.184, -4.294, -2.119], [2.804, 2.091, -3.884], [-3.686, -4.083, 6.252], [-2.203, -2.424, 3.243], [0.535, -0.769, 1.954], [-0.093, -1.324, 2.833], [2.726, 2.485, -1.390], [1.361, 0.379, -4.813], [-1.264, -1.535, -1.198], [-0.530, -2.582, 4.933], [-2.600, 3.427, -2.952], [2.341, -3.692, -1.658], [-0.029, -2.414, -1.375], [-2.655, -3.515, 5.321], [2.492, 2.588, 3.554], [0.971, 0.146, -3.513], [-1.383, -3.281, 5.765], [-0.927, -2.103, 3.686], [3.322, 3.856, 3.700], [2.282, 1.789, -2.648], [3.851, 3.443, -1.330], [2.246, -2.461, -1.057], [3.388, -1.625, -0.509], [-4.063, -3.289, 3.716], [0.891, -0.186, -5.600], [-5.534, 2.514, -3.967], [0.336, -5.826, -2.904], [2.240, 2.102, 4.491], [3.565, 2.859, -4.009], [4.034, 3.717, -0.255], [-2.466, -2.158, 2.208], [4.743, 3.008, -1.697], [-5.283, 1.018, -4.862], [-1.020, -3.672, 6.710], [0.334, 2.741, 3.350], [0.568, -2.391, 5.162], [-3.507, 4.029, -2.955], [3.300, 4.427, 2.752], [3.326, -4.097, -1.865], [-0.957, -4.068, -2.375], [-4.904, 1.907, -1.463], [3.063, 1.894, 2.918], [3.674, 4.291, -1.980], [0.210, -0.590, -3.352], [2.687, 1.564, -6.030], [2.908, 4.480, 4.522], [-3.526, 1.037, -0.696], [-4.743, 0.115, -1.534], [-4.491, 2.480, -5.348], [4.358, 3.580, 3.944], [-2.077, 3.456, -1.990], [-1.928, 3.717, -3.764]], "forces_ev_per_angstrom": [[0.98, 0.66, 0.36], [-0.46, 1.01, 0.10], [-0.41, -0.38, -0.39], [-0.22, -0.26, -0.15], [0.03, -0.15, -0.24], [-0.26, 0.43, 0.01], [-0.15, -0.12, -0.07], [0.23, 0.95, 0.36], [-1.50, -0.44, -0.22], [0.09, -0.30, -0.12], [-0.18, -0.10, 0.05], [0.34, 0.90, 0.42], [0.61, -0.37, -0.77], [-0.63, 0.39, 0.81], [0.22, 0.10, 0.46], [0.15, 0.08, -0.05], [-0.20, 0.44, 0.75], [-0.72, -0.18, 0.03], [-0.04, -0.64, -0.82], [-0.06, 0.08, 0.28], [-0.11, 0.03, 0.68], [-0.35, -0.29, -0.54], [-0.62, -0.98, -0.13], [-0.17, -0.47, -1.70], [0.62, -0.29, 0.28], [-0.08, 0.06, -1.32], [0.36, 0.50, -0.54], [-0.02, -0.57, 0.30], [-0.81, -0.58, -0.37], [0.86, 0.91, -0.10], [1.50, 0.64, -0.12], [2.35, 0.55, -0.06], [0.18, -1.05, -0.10], [1.00, -0.33, -0.56], [-1.04, -0.25, 0.16], [-1.40, 0.01, 0.06], [0.03, -0.47, -0.90], [-0.82, -0.32, -0.31], [0.99, -0.03, 0.00], [0.12, 0.10, 0.17], [-0.36, 0.41, 0.43], [0.75, 0.28, 1.26], [-0.27, 0.44, 1.22], [0.01, -0.27, -0.03], [0.28, 0.45, 0.07], [-0.42, -0.24, -0.10], [0.16, -0.01, -0.23], [-0.25, 0.18, 0.48], [0.08, 0.06, 0.01], [0.33, 0.03, 0.27], [-0.21, -0.15, 0.10], [-0.35, 0.02, -1.18], [-0.07, 0.04, 0.65], [1.05, -0.73, -0.40], [-0.33, -0.20, -0.11], [-0.20, 0.19, -0.01], [0.79, -0.07, -0.28], [-1.65, -0.33, 0.15], [0.08, 0.02, 0.08], [0.08, -0.31, 0.51], [-0.14, -0.19, 0.26], [0.11, 0.14, 0.34], [0.13, -0.21, 0.17], [-0.10, -0.02, 0.47], [-0.18, 0.53, 0.13], [-0.29, -0.41, 0.30], [-0.04, 0.08, 0.59], [0.36, -0.15, -0.54], [0.30, 0.14, 0.21], [0.06, 0.23, -0.11], [0.28, 0.21, -0.36], [-0.24, 0.21, -0.04], [-0.08, 0.18, -0.20], [-0.07, 0.20, 0.19]]}


Record 3
{"formula": "C24H22MnN6O2", "method": "ωB97M-V/def2-TZVPD", "multiplicity": 4, "e_lumo_ev": [-14.2, -14.1], "homo_lumo_gap_ev": [4.89, 5.18], "homo_ev": [-19.084, -19.261], "total_charge": 4, "fmax_ev_per_a": 7.44, "total_energy_ha": -2555.99363, "species": ["Mn", "O", "O", "N", "N", "N", "N", "N", "N", "C", "C", "C", "C", "C", "C", "C", "C", "C", "C", "C", "C", "C", "C", "C", "C", "C", "C", "C", "C", "C", "C", "C", "C", "H", "H", "H", "H", "H", "H", "H", "H", "H", "H", "H", "H", "H", "H", "H", "H", "H", "H", "H", "H", "H", "H"], "coordinates": [[-0.929, 0.188, -3.623], [-0.579, -3.118, 0.261], [3.108, 1.782, -0.544], [-0.076, -0.208, 3.170], [-2.649, -0.950, -2.432], [-0.751, -0.324, 1.051], [0.112, 2.687, -1.872], [2.448, -2.122, -0.769], [-0.273, 1.215, 9.816], [-1.195, 1.197, 6.402], [4.354, -3.059, -2.275], [0.340, -1.083, -4.770], [-0.148, 0.063, 4.549], [-1.682, 0.210, -5.451], [-3.446, -1.535, -1.814], [0.213, -2.458, 0.800], [-0.818, 1.376, -5.432], [-4.467, -2.378, -1.202], [0.501, 1.328, -4.954], [0.259, 5.258, -1.414], [0.784, -0.141, 6.790], [2.292, 1.074, -0.188], [-0.277, 0.994, 8.668], [0.165, 3.832, -1.661], [1.099, 0.101, -4.650], [0.785, -1.095, 2.592], [3.281, -2.574, -1.435], [0.821, -0.462, 5.425], [-0.981, 0.226, 2.186], [-0.226, 0.692, 7.279], [-1.172, 0.887, 5.039], [-1.037, -1.085, -5.208], [0.551, -1.077, 1.151], [0.752, 5.446, -0.446], [0.875, -2.034, -4.657], [4.567, -2.304, -3.054], [1.547, -0.555, 7.451], [1.609, -1.112, 5.035], [2.191, 0.079, -4.534], [1.401, -0.736, 0.528], [5.242, -3.259, -1.651], [-2.784, 0.341, -5.509], [-1.969, 1.858, 6.785], [-1.624, -2.025, -5.147], [-1.164, 2.340, -5.788], [-1.762, 0.931, 2.465], [-1.938, 1.286, 4.360], [-4.074, -3.044, -0.421], [4.044, -3.996, -2.765], [-5.294, -1.811, -0.751], [1.667, -1.479, 3.112], [0.851, 5.726, -2.220], [-0.750, 5.707, -1.387], [-4.915, -3.026, -1.975], [1.124, 2.225, -4.916]], "forces_ev_per_angstrom": [[-1.18, 0.60, 4.79], [4.49, 1.94, 3.05], [-1.69, -1.42, 0.67], [2.33, -2.76, 0.54], [-0.12, -0.18, 0.70], [0.22, 0.69, -0.70], [-0.23, 1.24, -0.02], [0.36, -0.65, -0.49], [-0.06, -0.40, -2.19], [-0.44, 0.20, -0.86], [0.27, -0.30, -0.35], [0.96, -0.72, -1.82], [0.06, 0.41, 0.56], [0.81, 0.53, -0.90], [1.10, 0.61, -1.40], [-5.29, -2.19, -4.76], [-0.73, -0.24, -1.11], [-0.57, -0.37, 0.25], [-0.53, 0.38, -0.66], [0.00, 0.59, 0.12], [0.57, -0.78, -1.35], [1.89, 1.58, -0.70], [0.09, 0.49, 2.34], [-0.06, -1.89, -0.37], [0.17, -1.48, -0.77], [0.19, 2.62, 2.43], [-0.65, 0.60, 0.66], [0.19, 0.10, 0.69], [0.39, -0.86, -1.11], [-0.23, -0.06, -0.34], [-0.17, 0.38, 0.45], [-0.15, 0.33, 0.87], [-1.31, 0.10, 1.57], [-0.15, -0.10, -0.41], [-0.50, 0.29, 0.17], [0.09, -0.37, 0.44], [-0.28, 0.18, -0.13], [-0.22, 0.28, 0.49], [-0.60, -0.18, 0.65], [-0.26, 0.15, -0.18], [-0.29, 0.16, -0.36], [0.92, -0.33, -0.57], [0.09, -0.18, -0.05], [0.47, 0.78, -0.33], [-0.40, -0.03, 0.31], [0.06, -0.27, -0.52], [0.31, -0.06, 0.69], [0.20, 0.31, -0.28], [0.15, 0.29, 0.19], [0.37, 0.17, -0.23], [-0.57, -0.04, -0.19], [-0.26, -0.15, 0.36], [0.44, -0.21, -0.07], [0.26, 0.29, 0.08], [-0.49, -0.09, 0.17]]}


Record 4
{"formula": "C6H8LuO6", "method": "ωB97M-V/def2-TZVPD", "e_lumo_ev": -5.7, "homo_lumo_gap_ev": 8.07, "homo_ev": -13.735, "total_charge": 1, "fmax_ev_per_a": 2.67, "total_energy_ha": -1920.17186, "species": ["Lu", "O", "O", "O", "O", "O", "O", "C", "C", "C", "C", "C", "C", "H", "H", "H", "H", "H", "H", "H", "H"], "coordinates": [[-2.113, 0.078, -0.839], [-1.865, 1.922, -0.477], [-0.103, -0.644, -1.039], [0.743, -0.145, 2.963], [-1.423, -0.843, 0.959], [0.547, -1.979, 0.886], [0.447, 1.482, 1.544], [0.496, 2.101, 0.236], [-0.142, -0.821, 0.845], [0.566, -1.810, -1.445], [0.489, 0.193, 1.831], [-0.818, 2.759, -0.163], [0.370, -2.783, -0.291], [-0.633, -3.229, -0.277], [1.142, -3.558, -0.261], [0.838, 1.371, -0.505], [1.273, 2.870, 0.329], [-1.111, 3.437, 0.665], [0.212, -2.253, -2.387], [1.634, -1.553, -1.547], [-0.548, 3.403, -1.027]], "forces_ev_per_angstrom": [[0.61, -1.39, 0.63], [-0.19, -0.43, -0.33], [-0.80, 1.01, -0.57], [-0.24, -0.39, -1.96], [-0.93, 0.58, -0.77], [0.09, 0.76, -0.81], [-0.08, 0.83, -0.43], [0.24, -0.52, -0.03], [0.29, -2.12, 1.60], [0.90, -0.35, 0.24], [0.06, 0.63, 1.49], [1.28, 2.01, 0.70], [0.02, -0.32, 0.26], [0.21, 0.01, -0.08], [-0.30, 0.12, 0.04], [-0.09, 0.14, 0.07], [-0.32, -0.11, -0.07], [0.03, -0.31, -0.42], [-0.11, 0.36, 0.22], [-0.33, -0.24, -0.09], [-0.33, -0.27, 0.32]]}